Entry 1:
The following is a DFT calculation (ωB97M-V/def2-TZVPD) of 2 unconnected molecules or ions with the total composition C8H9I3Si at a distorted geometry.

Geometry as XYZ:
```
21
Properties=species:S:1:pos:R:3:forces:R:3
C -1.052344 1.466209 -1.996538 0.09 -0.43 3.32
C -0.822031 2.142906 -0.762706 0.35 0.31 -2.43
C -1.215186 0.079373 -2.000870 0.00 1.48 -0.28
C -0.480125 1.464485 0.368572 -1.30 0.66 -1.10
C -1.090457 -0.598610 -0.801934 0.96 2.83 -0.28
C -0.654196 0.068325 0.419754 -0.85 -0.74 -2.52
C -0.496419 -2.166354 1.828141 -1.24 4.50 1.35
C -0.551558 -0.655233 1.562490 0.81 0.38 3.78
Si 2.835629 -0.141290 0.392804 0.64 -0.62 -0.66
I 2.423964 -1.336298 -1.863898 0.13 0.36 0.93
I 3.071687 2.233008 -0.255637 0.01 -0.18 0.19
I 5.153737 -0.971318 1.211382 -0.97 0.34 -0.28
H -1.194983 2.147487 -2.754486 -0.39 0.64 -2.29
H -0.841170 3.247704 -0.911320 0.30 -0.89 0.93
H -1.512995 -0.307819 -2.972788 0.05 -0.75 0.48
H -0.265946 2.109654 1.160397 0.57 0.19 1.80
H -1.408644 -1.564630 -0.822769 -0.42 -2.78 0.46
H -0.396144 -2.683007 0.977316 -0.40 -2.15 -3.28
H 0.468029 -2.222996 2.251379 0.71 -0.75 1.69
H -1.416542 -2.293812 2.410789 0.71 -1.05 0.25
H -0.554312 -0.017782 2.559928 0.28 -1.34 -2.05
```
Forces are in eV/Å.

Properties
ΔE to the lowest compared entry with this formula, charge and spin, kcal/mol: 48.9
Calculated total energy, Eh: -1492.78761
Highest occupied orbital energy (alpha / beta), eV: -8.27 / -7.15
Max |F|, hartree/bohr: 0.0944
Orbital gap (alpha / beta), eV: 7.339 / 4.318

---

Entry 2:
The following is a DFT calculation (ωB97M-V/def2-TZVPD) of 4 unconnected molecules or ions with the total composition C3H14O3S2.

Geometry as XYZ:
```
22
Properties=species:S:1:pos:R:3:forces:R:3
C 0.478017 1.099134 0.456067 0.12 -0.87 -0.07
C -0.709877 0.823117 1.397276 0.31 0.45 -0.62
S -1.269099 -0.891266 1.453053 -0.45 -0.03 -0.28
S -1.834222 -1.148403 -0.535086 0.39 -0.37 0.64
C -0.591436 -2.370873 -1.091420 -0.03 0.37 0.66
H 0.132580 1.553108 -0.473109 0.16 0.30 0.20
H 1.268657 1.666236 0.948678 -0.21 0.30 -0.16
H 0.950864 0.159842 0.144006 -0.05 0.06 0.18
H -1.552938 1.425680 1.061106 -0.11 0.00 0.33
H -0.473784 1.099497 2.423222 -0.08 -0.09 0.11
H -0.946508 -3.387193 -0.938584 -0.11 0.05 -0.30
H 0.327092 -2.249787 -0.521734 -0.01 0.15 0.07
H -0.382717 -2.113617 -2.112257 0.03 -0.29 -0.63
O 1.987678 -2.097521 1.711435 -0.04 -0.12 0.13
H 1.176543 -1.829508 2.161499 -0.07 0.08 -0.20
H 2.094184 -3.018441 1.971802 0.11 0.01 -0.05
O 5.178336 2.600145 -2.968787 -0.08 0.06 -0.06
H 5.021605 3.341284 -3.562458 0.07 0.00 0.01
H 4.297360 2.271373 -2.766730 0.01 -0.06 0.05
O -4.751366 1.104570 0.677637 -0.41 -0.01 -0.17
H -4.693626 0.859939 -0.250425 0.30 -0.06 -0.11
H -5.707349 1.102690 0.814808 0.15 0.06 0.26
```
Forces are in eV/Å.

Properties
Structure (SMILES): CCSSC.O.O.O
ΔE to the lowest compared entry with this formula, charge and spin, kcal/mol: 12.3
Calculated total energy, Eh: -1144.77568
Highest occupied orbital energy, eV: -8.51
Max |F|, hartree/bohr: 0.0172
Orbital gap, eV: 9.030

---

Entry 3:
The following is a DFT calculation (ωB97M-V/def2-TZVPD) of a molecular structure, C42H46CoN10P2.

Geometry as XYZ:
```
101
Properties=species:S:1:pos:R:3:forces:R:3
Co -1.017345 0.300545 0.422950 0.15 -0.03 -0.01
N 0.960561 3.341963 2.801190 -0.01 0.00 0.00
C 0.170998 2.796055 1.892550 0.01 0.00 0.01
N 0.291499 1.569560 1.439841 -0.01 0.02 -0.04
C 1.287694 0.768709 1.988398 0.00 0.01 0.00
N 1.433004 -0.461769 1.597110 0.00 -0.02 -0.01
N 0.542939 -0.812202 0.608744 -0.04 0.03 -0.01
C 0.904074 -1.835707 -0.065240 0.03 -0.01 0.01
C 0.276340 -2.301265 -1.306614 -0.01 0.00 -0.02
C 0.358376 -3.644413 -1.615979 0.01 0.02 0.01
C -0.128509 -4.116990 -2.827255 -0.01 0.00 -0.01
C -0.660894 -3.212531 -3.729272 0.01 0.00 0.00
C -0.710140 -1.879974 -3.384807 0.00 -0.01 0.01
N -0.255000 -1.424017 -2.202908 0.00 0.00 -0.01
C 2.176513 1.303992 2.999310 0.00 -0.01 0.01
C 3.201911 0.547656 3.583443 0.01 0.00 0.01
C 4.011528 1.119786 4.537454 0.00 0.00 0.00
C 3.818144 2.451014 4.925178 0.00 0.01 0.00
C 2.816120 3.213952 4.362567 0.00 0.00 0.00
C 2.001297 2.628893 3.400907 0.01 0.00 0.00
H 0.794837 4.299370 3.081742 0.00 0.00 0.00
H -0.633539 3.417424 1.525209 0.00 0.00 0.00
H 1.796351 -2.364254 0.259395 0.00 0.00 0.00
H 0.810078 -4.317184 -0.899399 0.00 0.00 0.00
H -0.077700 -5.171896 -3.063047 0.00 0.00 0.00
H -1.034362 -3.522033 -4.694977 0.00 0.00 0.00
H -1.122161 -1.150521 -4.061991 0.00 0.01 0.00
H 3.346270 -0.476615 3.271008 0.00 0.00 0.00
H 4.805382 0.542042 4.989720 0.00 0.00 0.00
H 4.462982 2.889855 5.674465 0.00 0.00 0.00
H 2.666583 4.243944 4.661296 0.00 0.00 0.00
C -0.800664 -1.817625 3.254542 -0.01 -0.03 -0.03
P -1.801823 -0.529072 2.454328 -0.08 0.06 0.10
C -2.906647 -1.410245 1.338589 0.03 0.00 -0.05
N -3.946633 -2.170501 1.523152 0.00 0.01 0.03
C -4.480319 -2.702184 0.391418 0.00 -0.01 0.00
C -5.614885 -3.541244 0.489985 -0.01 0.00 -0.01
C -6.157418 -4.080651 -0.638678 0.00 0.00 0.01
C -5.596849 -3.804262 -1.909021 0.00 0.01 -0.01
C -4.502125 -2.996564 -2.034427 0.00 -0.01 -0.01
C -3.913059 -2.425754 -0.886567 0.01 0.02 0.00
N -2.828613 -1.598574 -1.022470 -0.02 0.00 0.00
C -2.333525 -1.098588 0.075251 0.00 -0.04 -0.02
P -0.457354 0.338295 -1.784136 -0.08 0.02 0.03
C -1.802983 0.840683 -2.878819 0.00 0.02 0.01
C 1.088722 1.093565 -2.462636 0.02 -0.01 0.05
C 0.919627 2.601809 -2.214199 0.00 0.01 -0.01
C 1.271157 0.815198 -3.956186 0.00 0.00 -0.01
C 2.319006 0.591329 -1.700101 0.00 0.00 -0.01
C -2.631587 0.388897 3.830515 -0.02 -0.05 0.01
C -3.430431 -0.614429 4.677880 0.03 0.02 0.00
C -3.581081 1.448067 3.274043 -0.01 0.02 -0.02
C -1.548949 1.058576 4.683894 0.02 0.01 0.00
H -1.446039 -2.423116 3.889598 0.00 0.00 0.00
H 0.001877 -1.387647 3.850432 0.00 0.01 0.00
H -0.366037 -2.464130 2.494681 0.01 0.00 0.00
H -6.020929 -3.737562 1.473122 0.00 0.00 0.00
H -7.023120 -4.725107 -0.571126 0.00 0.00 0.00
H -6.050553 -4.239071 -2.789685 0.00 0.00 0.00
H -4.073835 -2.772073 -3.003063 0.00 0.00 0.00
H -2.083126 1.848690 -2.569643 0.00 0.00 -0.01
H -2.652288 0.179570 -2.708456 0.00 -0.01 0.01
H -1.533637 0.876000 -3.931626 0.00 -0.01 0.00
H 0.058198 3.021858 -2.736422 0.00 0.00 0.00
H 1.806787 3.114798 -2.588361 0.00 0.00 0.00
H 0.841143 2.822374 -1.146680 0.00 0.00 0.00
H 0.460353 1.206189 -4.569950 0.00 0.00 0.01
H 1.403045 -0.247931 -4.164621 0.00 0.00 -0.01
H 2.183518 1.315446 -4.285471 0.00 -0.01 0.00
H 2.260479 0.793405 -0.630712 0.00 0.00 0.01
H 3.197302 1.111749 -2.085027 0.00 0.00 0.00
H 2.493019 -0.475638 -1.854673 0.00 0.00 0.00
H -4.144033 -1.180730 4.078669 0.00 0.00 -0.01
H -3.986753 -0.057066 5.434117 -0.01 0.00 0.00
H -2.784733 -1.313500 5.207224 0.00 0.00 0.00
H -4.389649 0.992264 2.700359 0.00 -0.02 0.00
H -3.069043 2.180986 2.646415 0.01 0.00 0.01
H -4.036297 1.980764 4.110619 0.00 0.01 0.00
H -0.857720 0.338367 5.121790 0.00 -0.01 0.00
H -2.031851 1.583618 5.509926 0.00 0.01 0.00
H -0.974129 1.796318 4.117030 -0.02 -0.02 0.01
N -11.122986 3.179407 -1.013904 0.00 -0.01 -0.01
C -9.985924 3.078994 -0.896083 0.00 0.01 0.01
C -8.562549 2.947234 -0.741964 0.00 -0.01 0.00
C -7.710015 3.426777 -1.734153 0.00 0.00 0.00
C -6.340590 3.287491 -1.590996 0.00 0.00 0.00
C -5.842595 2.680737 -0.449260 0.00 -0.01 0.00
C -6.676987 2.210125 0.551760 0.00 0.00 0.00
C -8.046813 2.338372 0.399868 0.00 0.00 -0.01
N -4.417951 2.536828 -0.302691 0.00 -0.03 0.02
C -3.473995 3.508308 -0.519282 0.01 0.02 0.03
C -2.271555 2.927043 -0.268625 0.00 -0.01 -0.06
N -2.466956 1.608656 0.100126 -0.02 0.00 0.06
C -3.777149 1.415002 0.057836 0.00 0.02 -0.04
H -8.123114 3.897444 -2.615264 0.00 0.00 0.00
H -5.672969 3.638827 -2.367099 0.00 0.00 0.00
H -6.267764 1.770912 1.452366 0.00 0.00 0.00
H -8.719109 1.983555 1.168393 0.00 0.00 0.00
H -3.739897 4.509023 -0.813687 0.00 0.00 0.00
H -1.292304 3.354177 -0.393531 0.00 0.00 0.00
H -4.299258 0.496330 0.263059 0.00 0.00 -0.01
```
Forces are in eV/Å.

Properties
Total charge: +3
ΔE to the lowest compared entry with this formula, charge and spin, kcal/mol: 19.5
Calculated total energy, Eh: -4240.30651
Highest occupied orbital energy, eV: -15.74
Max |F|, hartree/bohr: 0.0030
Orbital gap, eV: 6.550

---

Entry 4:
The following is a DFT calculation (ωB97M-V/def2-TZVPD) of a molecular structure, C34H26F5MnN4PS2 at a distorted geometry.

Geometry as XYZ:
```
73
Properties=species:S:1:pos:R:3:forces:R:3
Mn 0.883414 -0.117479 -0.240190 1.02 2.36 0.86
C 2.596614 0.874021 6.069610 0.06 0.04 -0.07
C 2.551514 1.788221 5.029110 0.07 0.11 0.05
C 2.016814 1.431921 3.799810 -0.08 -0.14 -0.01
C 1.509514 0.151221 3.643610 -0.30 0.36 -0.31
C 1.541714 -0.771279 4.690910 -0.06 0.11 -0.16
C 2.091614 -0.405379 5.901810 0.04 -0.04 -0.01
P 0.936614 -0.548979 2.065610 0.83 -1.05 0.14
C -0.517386 -1.507479 2.589910 0.08 0.20 -0.20
C -0.669086 -2.887479 2.584710 0.08 0.26 -0.04
C -1.864786 -3.434879 3.024210 -0.03 -0.09 0.03
C -2.893786 -2.624279 3.477710 0.08 0.00 -0.12
C -2.742486 -1.245979 3.484810 -0.02 0.07 0.02
C -1.561086 -0.692479 3.037110 0.28 -0.04 -0.12
C 2.520114 -1.338679 1.569710 -0.76 0.30 -0.42
C 3.504314 -2.104879 2.176210 0.04 0.15 -0.12
C 4.743314 -2.155079 1.548410 -0.10 -0.17 0.24
C 4.983214 -1.462379 0.371910 -0.09 0.16 -0.10
C 3.987814 -0.716879 -0.249690 -0.02 0.11 -0.31
C 2.742114 -0.683679 0.348710 -0.95 -0.65 0.57
H 3.046614 1.144321 7.011010 0.00 0.12 0.12
H 2.943114 2.781121 5.177610 0.07 0.14 -0.02
H 2.005414 2.129521 2.972610 0.01 0.09 0.02
H 1.146014 -1.765579 4.545610 -0.06 -0.10 0.10
H 2.135814 -1.118579 6.709210 -0.02 -0.07 0.10
H 0.136414 -3.526579 2.257210 0.04 -0.09 -0.03
H -1.987686 -4.505679 3.016110 -0.03 -0.15 0.05
H -3.816786 -3.058979 3.822110 -0.12 -0.12 0.06
H -3.536486 -0.611479 3.847710 -0.08 0.04 0.03
H -1.404786 0.382021 3.061910 -0.09 0.02 0.14
H 3.329814 -2.635179 3.099810 0.00 0.05 0.16
H 5.547814 -2.718479 1.995810 0.03 -0.10 0.04
H 5.966714 -1.498979 -0.070090 0.10 0.01 -0.07
H 4.215414 -0.185879 -1.161290 -0.06 0.04 -0.14
F -0.484686 1.988021 -6.067790 0.36 0.04 0.31
C -0.027586 2.050521 -4.828390 0.04 0.16 0.15
C 0.421514 0.897321 -4.186790 0.15 -0.23 0.29
F 0.390014 -0.292079 -4.780890 -0.02 0.25 -0.02
C 0.859714 1.004121 -2.882290 -0.13 0.70 -0.04
F 1.285414 -0.123179 -2.212390 -0.08 -0.07 -0.98
C 0.849514 2.186121 -2.138390 0.05 -0.08 -0.55
S 1.290814 2.136921 -0.447190 -0.39 -1.82 0.35
C 0.423314 3.336121 -2.813890 -0.03 -0.39 -0.03
F 0.366414 4.500121 -2.179790 0.00 -0.13 -0.07
C -0.010586 3.264921 -4.136790 0.00 -0.02 -0.01
F -0.447186 4.363621 -4.731690 0.14 -0.10 0.00
N -0.385586 -3.729379 -1.913090 -0.19 0.15 -0.16
C 0.542414 -4.322579 -1.118290 0.48 -0.07 0.53
C 1.029614 -3.343679 -0.308690 0.21 -0.49 -0.01
N 0.408114 -2.160379 -0.608190 -0.22 0.83 -0.15
C -0.440986 -2.436779 -1.585990 -0.28 0.11 -0.22
H -0.917486 -4.182879 -2.639790 -0.05 0.06 0.03
H 0.793114 -5.359279 -1.187390 0.03 -0.24 -0.02
H 1.786614 -3.420379 0.445610 0.12 -0.01 0.02
H -1.106886 -1.739879 -2.058990 -0.02 0.03 -0.11
N -2.397286 2.261421 0.801010 -0.01 0.27 0.08
C -2.331086 1.808721 -0.451090 0.35 0.21 0.14
S -1.517686 0.340221 -0.743690 0.02 -1.12 0.00
N -2.925186 2.505721 -1.413690 -0.19 0.41 0.73
C -3.035386 2.297121 -2.807690 0.06 -0.14 -0.83
C -3.038286 1.041021 -3.404790 -0.14 0.04 0.17
C -3.168086 0.944621 -4.780990 -0.05 0.15 -0.07
C -3.310586 2.080121 -5.564690 -0.06 0.05 0.11
C -3.330686 3.330521 -4.963790 -0.05 -0.20 -0.02
C -3.198286 3.438121 -3.593390 0.08 -0.22 0.25
H -1.983586 1.724421 1.549010 -0.10 0.05 -0.24
H -2.878486 3.116621 1.038910 0.01 -0.04 0.03
H -3.352786 3.381221 -1.125590 0.00 -0.18 0.07
H -2.993486 0.148621 -2.801490 -0.01 0.01 -0.06
H -3.173586 -0.028879 -5.243790 -0.03 -0.14 -0.06
H -3.416286 1.996521 -6.634390 0.00 -0.04 -0.11
H -3.443686 4.223521 -5.555490 -0.04 0.10 -0.10
H -3.218586 4.413321 -3.132590 0.03 0.19 0.12
```
Forces are in eV/Å.

Properties
Total charge: +2
Expectation value of S²: 0.82
Spin multiplicity: 2
Calculated total energy, Eh: -4317.69656
Highest occupied orbital energy (alpha / beta), eV: -13.85 / -13.85
Max |F|, hartree/bohr: 0.0527
Orbital gap (alpha / beta), eV: 5.601 / 5.499

---

Look up the max |F| of the fourth one.
0.0527 hartree/bohr